1.
108
Properties=species:S:1:pos:R:3:lowdin_charge:R:1 method="wB97M-V/def2-TZVPD" charge=+2 largest_force_ha_per_bohr=0.0616 mol_weight_g_mol=890.554 de_lowest_kj_mol=210.2 lumo_energy_ev=-4.89 multiplicity=1
As -10.77296 -18.48286 -9.01969 0.948
As -10.35838 -23.36427 -10.51023 0.893
F -11.18039 -24.86885 -11.00269 -0.259
F -9.48634 -21.88938 -10.06756 -0.255
F -9.09914 -23.98570 -11.58232 -0.262
F -9.57140 -24.16529 -9.15191 -0.251
F -9.70929 -19.79229 -8.35405 -0.306
F -11.67608 -19.63631 -10.02863 -0.277
F -10.99596 -22.44239 -11.89729 -0.238
F -9.90488 -17.34046 -7.92961 -0.264
F -11.75859 -22.84265 -9.54321 -0.254
F -11.99812 -18.85312 -7.74575 -0.281
F -9.50742 -18.34340 -10.32549 -0.278
F -11.75418 -17.17345 -9.70152 -0.240
O -14.24717 -27.70300 -12.45411 0.002
O -6.31840 -21.52369 -8.91738 -0.175
O -12.44416 -28.81505 -12.07459 -0.034
O -12.71156 -28.31188 -8.55817 -0.173
O -13.96879 -22.95299 -14.02207 -0.210
O -10.11778 -20.07283 -5.37641 -0.207
O -9.95634 -23.88226 -14.58514 -0.182
O -12.39687 -26.76793 -12.80030 -0.104
N -11.29084 -21.97160 -6.99150 0.218
N -13.01345 -27.78027 -12.46686 -0.609
N -10.26008 -29.45554 -9.19386 0.261
N -7.71920 -20.01766 -10.99174 0.209
N -9.46091 -26.23321 -13.18200 0.224
N -13.72351 -24.35925 -11.70885 0.208
C -10.15783 -25.10368 -15.21357 -0.186
C -7.16670 -22.00486 -7.88273 -0.091
C -10.75307 -21.10621 -4.64702 -0.179
C -14.84457 -24.09689 -13.84044 -0.134
C -11.66206 -27.48280 -8.92647 -0.257
C -13.93500 -22.40721 -15.32883 -0.086
C -8.99543 -19.44619 -4.72286 -0.058
C -6.13873 -20.14819 -9.03643 -0.178
C -12.25076 -23.13590 -5.03758 -0.024
C -6.19606 -18.11312 -10.70521 -0.027
C -11.77593 -21.78010 -5.57643 -0.287
C -9.14996 -26.17598 -14.69527 -0.260
C -13.97186 -27.61407 -8.50789 -0.034
C -8.96662 -23.09231 -15.21688 -0.087
C -15.80861 -23.13601 -11.69352 -0.040
C -10.35706 -28.06311 -8.55681 -0.302
C -15.11666 -24.28540 -12.32638 -0.287
C -9.03732 -27.32730 -8.55321 -0.016
C -6.31315 -19.66554 -10.51223 -0.230
C -9.42124 -27.55873 -15.22847 -0.031
H -8.43363 -19.28855 -10.89460 0.075
H -13.30941 -23.43696 -11.84574 0.124
H -8.66958 -18.51764 -5.18560 0.094
H -10.97270 -21.16192 -7.52224 0.100
H -10.48408 -22.59069 -7.00890 0.147
H -8.98888 -27.02154 -12.75529 0.157
H -13.32239 -23.11451 -5.23962 0.090
H -8.63702 -27.25811 -9.56802 0.082
H -12.54239 -21.02816 -5.76710 0.157
H -13.92573 -26.80086 -7.78370 0.092
H -11.99549 -22.37956 -7.59870 0.132
H -11.76793 -26.45676 -8.56480 0.134
H -8.12478 -25.83549 -14.83165 0.146
H -15.85061 -23.29915 -10.61249 0.087
H -8.25821 -27.85718 -8.00564 0.096
H -15.39089 -22.13035 -11.74203 0.103
H -11.17743 -29.85438 -9.40068 0.165
H -13.02114 -21.81390 -15.33827 0.092
H -8.18738 -21.61281 -7.93015 0.046
H -7.28587 -23.07194 -8.06151 0.084
H -10.56478 -28.27252 -7.50247 0.159
H -13.77069 -23.18747 -16.07566 0.091
H -9.14407 -26.31706 -8.16413 0.077
H -15.73964 -23.76746 -14.36894 0.137
H -12.20561 -23.17782 -3.94897 0.094
H -5.19276 -17.70725 -10.84894 0.085
H -15.55918 -25.27120 -12.19245 0.149
H -5.64068 -20.20598 -11.17616 0.146
H -13.11551 -25.07765 -12.09194 0.087
H -14.26406 -27.31404 -9.51553 0.085
H -14.63749 -28.40962 -8.17826 0.106
H -7.97613 -23.55906 -15.16777 0.083
H -14.79343 -21.80313 -15.62411 0.097
H -11.70887 -24.00965 -5.39607 0.084
H -14.46160 -25.05850 -14.18667 0.126
H -8.16245 -20.71602 -10.39970 0.093
H -10.43472 -27.86497 -14.95559 0.091
H -9.28432 -19.15543 -3.70943 0.090
H -9.82284 -29.42223 -10.11026 0.167
H -9.35124 -27.68137 -16.30728 0.104
H -10.33683 -24.97859 -16.28283 0.148
H -8.82437 -28.31444 -14.71420 0.089
H -9.06736 -22.90798 -16.28834 0.099
H -6.96606 -19.69518 -8.47934 0.122
H -9.35756 -25.32871 -12.72071 0.094
H -9.83990 -30.12535 -8.55669 0.178
H -7.71176 -20.28354 -11.96914 0.165
H -10.45282 -26.45606 -13.09118 0.089
H -11.68718 -27.38273 -10.02065 0.114
H -11.28726 -20.60030 -3.84033 0.146
H -5.21963 -19.81332 -8.55407 0.143
H -6.80500 -21.73546 -6.88952 0.096
H -8.75285 -22.14076 -14.73245 0.089
H -8.16705 -20.14471 -4.59228 0.084
H -11.12466 -25.44299 -14.82930 0.124
H -6.64919 -17.80972 -11.64974 0.085
H -16.83615 -23.10813 -12.05556 0.105
H -13.72722 -24.41167 -10.69481 0.143
H -10.08524 -21.87747 -4.25338 0.133
H -6.55264 -17.51022 -9.87052 0.091

2.
99
Properties=species:S:1:pos:R:3:mulliken_spin:R:1 method="wB97M-V/def2-TZVPD" charge=0 largest_force_ha_per_bohr=0.0772 mol_weight_g_mol=629.682 lumo_energy_ev="-0.11 / -5.74" multiplicity=2
P 0.57551 0.01142 0.96184 -0.003
F -0.88651 0.55563 1.67947 -0.010
F 1.89134 -0.57188 0.14562 0.000
F 1.15160 1.55707 0.66905 0.000
F -0.20766 0.16662 -0.44091 0.001
F 0.05475 -1.52810 1.11056 0.000
F 1.31056 -0.12543 2.46403 -0.001
O -3.70502 4.06564 3.06396 0.020
O 2.61946 -4.68493 2.52560 0.000
O -0.59956 1.04430 4.41688 0.108
O 3.09203 2.22149 -2.69804 0.000
O -4.50224 -2.16329 0.56033 0.000
O 0.61398 -4.94934 -4.17017 0.000
O 7.11909 2.61732 -1.08968 0.000
O 2.94336 -4.53745 -0.12169 0.000
N 3.58393 3.34834 -0.13278 0.000
N -5.99196 0.94466 2.11325 0.000
N -0.01736 -1.27796 -4.03684 0.000
N -1.13753 3.15798 2.26278 0.711
C -5.91777 -0.40870 1.60784 0.000
C -0.96766 -2.85655 -2.51112 0.000
C 0.20975 -2.56325 -3.49833 0.000
C 1.65383 -3.87350 -0.29751 0.000
C 1.97401 1.36671 -2.63884 0.000
C 7.93626 3.37169 -0.21553 0.000
C -3.41358 -2.42204 -0.31929 0.000
C -4.49371 -0.79853 1.08542 0.000
C 0.71658 -5.97118 -5.21071 0.000
C -1.00253 -0.33079 4.49710 0.002
C -1.45099 3.72443 -0.07179 0.081
C -1.87443 4.01730 1.34831 0.030
C 4.91869 2.80510 0.14112 0.000
C 5.80067 3.09702 -1.09004 0.000
C 2.54814 -3.39518 2.99765 0.000
C 4.81724 1.26460 0.24488 0.000
C 0.37362 -3.64778 -4.61619 0.000
C -5.08617 4.21342 3.20285 -0.002
C -3.39716 3.88714 1.63937 0.013
C -7.06672 -0.55076 0.55874 0.000
H 1.15944 -2.56695 -2.96338 0.000
H 5.84654 4.18576 -1.06457 0.000
H -0.95269 2.34731 1.68941 0.026
H -1.56281 -0.63773 3.61394 0.007
H 5.35627 3.25693 1.03133 0.000
H 3.19456 -4.77826 -1.01640 0.000
H -0.08968 -0.67191 -3.23212 0.000
H -0.36430 3.72155 -0.15659 0.005
H 8.95379 3.00063 -0.09288 0.000
H 5.76525 0.78323 0.48499 0.000
H 1.65294 -5.89419 -5.76335 0.000
H 4.40946 0.66258 -0.56715 0.000
H -0.51592 -3.61413 -5.24523 0.000
H 7.49948 3.43293 0.78126 0.000
H 5.39601 2.72258 -2.03034 0.000
H -0.96490 -3.87427 -2.12081 0.000
H 1.19570 -3.33378 -5.25937 0.000
H -3.60133 -1.95794 -1.28752 0.000
H -1.73123 4.50429 -0.77987 0.012
H -1.00469 -1.32705 -4.24388 0.000
H -6.15866 -1.16700 2.35284 0.000
H -1.79350 2.74472 -0.40492 -0.003
H 3.37890 2.90744 -1.01804 0.000
H 2.32437 -3.41983 4.06414 0.000
H -5.18863 1.07223 2.71200 0.000
H -1.87990 -2.65415 -3.07233 0.000
H -0.14817 -5.89424 -5.86979 0.000
H 0.63453 -6.96393 -4.76820 0.000
H -3.96659 4.54759 0.98541 0.000
H -4.15605 -0.14451 0.28147 0.000
H -5.67267 3.31655 3.00348 0.000
H -1.59338 5.04241 1.58972 0.000
H 1.19021 1.96708 -2.17697 0.000
H -0.10602 -0.94066 4.60861 0.001
H -5.29870 4.48704 4.23632 0.001
H -0.90244 -2.15569 -1.67887 0.000
H -8.01974 -0.20087 0.95550 0.000
H 2.64163 -4.70090 1.56599 0.000
H -3.39071 -3.49394 -0.51576 0.000
H -2.39338 -2.18246 -0.01944 0.000
H -5.46183 5.02439 2.57891 0.003
H 8.01115 4.42460 -0.48733 0.000
H 1.02500 -3.80040 0.58981 0.000
H -7.10942 -1.58338 0.21235 0.000
H -3.76334 2.91725 1.30272 -0.004
H 2.93041 3.02674 -3.19509 0.000
H 2.13987 0.51244 -1.98248 0.000
H 1.76758 0.93402 -3.61775 0.000
H -3.80145 -0.66733 1.91709 0.000
H -6.89394 0.03848 -0.34184 0.000
H 3.50224 -2.89758 2.82388 0.000
H -0.18470 3.48163 2.17640 0.002
H 4.10528 1.02426 1.03446 0.000
H 0.33584 0.89419 4.26163 -0.005
H 1.73325 -2.91149 2.45904 0.000
H -1.63221 -0.48775 5.37287 0.006
H 1.12168 -4.50446 -1.00941 0.000
H 2.91533 2.89060 0.47017 0.000
H 1.84118 -2.88351 -0.71333 0.000
H -5.91091 1.65717 1.40200 0.000

3.
100
Properties=species:S:1:pos:R:3:lowdin_charge:R:1 method="wB97M-V/def2-TZVPD" charge=0 largest_force_ha_per_bohr=0.2289 mol_weight_g_mol=600.760 de_lowest_kj_mol=1154.6 smiles="NC(N)=O.NC(N)=O.NC(N)=O.NC(N)=O.NC(N)=O.CC(C)O.CC(C)O.CC(C)O.CC(C)O.CC(C)O" lumo_energy_ev=-0.08 multiplicity=1
O 5.80874 -1.57356 1.55210 0.014
O 0.09429 0.49429 -0.45062 -0.139
O -2.95434 1.48905 3.34399 0.036
O 3.38952 -0.23761 3.02411 -0.136
O -3.40351 4.23296 0.61246 -0.131
O -2.52699 -0.75317 -2.24872 -0.025
O 0.70207 -3.51573 -3.09255 -0.132
O -1.93290 3.40758 -1.88799 -0.012
O 1.89639 3.02918 0.29049 -0.100
O -1.96977 -4.65287 0.62505 0.038
N 2.17303 -3.37183 -1.26810 0.163
N 0.16332 -0.87979 -2.36130 0.205
N 2.05271 -0.61421 -1.17723 0.146
N -1.37814 4.94947 1.53024 0.158
N -1.71779 2.77876 1.35891 0.152
N 1.28897 0.18613 1.94144 0.132
N 1.27830 4.77889 1.75440 0.139
N 1.75891 -5.36595 -1.99865 0.148
N 0.75554 2.72195 2.33912 0.137
N 3.10441 0.76341 0.84787 0.127
C -3.33016 -2.95850 0.21807 -0.016
C 5.21955 -2.43975 0.83153 -0.632
C 0.79062 -0.28064 -1.37605 -0.539
C 1.35007 3.50009 1.49950 -0.549
C 5.19002 -2.00696 -0.67031 -0.002
C 1.54276 -4.06846 -2.13105 -0.612
C -0.65577 3.36228 -1.69246 -0.626
C -2.00093 0.73286 3.57587 -0.668
C 2.62122 0.29674 1.95897 -0.556
C -1.98426 -3.41923 0.68805 -0.654
C 3.94251 -2.85263 1.36554 -0.063
C -2.13893 3.98282 1.17103 -0.638
C -3.12076 -0.74593 -3.35488 -0.620
C -0.08843 4.80796 -1.61759 -0.039
C -2.07003 0.04473 4.89968 -0.036
C -1.93895 -0.30772 2.40618 -0.022
C 0.09401 2.63085 -2.79544 -0.036
C -4.48573 -1.39065 -3.39977 -0.028
C -0.82192 -2.73984 -0.05736 -0.016
C -3.23423 0.68310 -3.92342 -0.019
H 1.94461 5.32977 1.18524 0.164
H 0.91435 -0.30800 2.71181 0.108
H -3.92460 0.81584 -4.64496 0.032
H 1.33401 -6.02741 -2.75761 0.172
H 4.03025 -2.87244 2.45128 0.098
H 4.15649 0.86493 0.84903 0.177
H -1.25578 -1.14173 2.60014 0.073
H -0.55927 5.33036 -0.77366 0.052
H -4.39973 -2.32884 -2.88495 0.062
H -1.06141 1.28284 3.63747 0.110
H -5.28139 -0.76560 -2.90594 0.109
H 2.96041 -3.73793 -0.71816 0.103
H -4.07422 -3.29514 0.88997 0.073
H -3.35941 1.46992 -3.18197 0.080
H -2.38785 -1.23087 -4.01890 0.155
H 0.72276 0.24726 1.04516 0.071
H -3.18011 -0.12173 5.07568 0.115
H -1.64339 0.17373 1.48785 0.041
H -1.84449 -3.21817 1.67551 0.096
H 2.47126 -0.16362 -0.30451 0.060
H -4.75521 -1.52129 -4.43611 0.079
H -0.86066 -0.82239 -2.36605 0.073
H 0.97771 4.85328 -1.42642 0.057
H -1.64898 0.56123 5.75216 0.073
H -2.57706 2.07625 2.67298 0.052
H 3.14465 -2.19910 1.09108 0.062
H 1.82413 -2.41844 -1.17576 0.058
H -3.32930 -1.82985 0.09121 0.090
H -2.27446 4.00938 -1.18498 0.084
H 1.00148 5.26167 2.60374 0.144
H 1.19830 2.52873 -2.62090 0.096
H -2.23862 0.96962 -4.35090 0.093
H -0.05423 3.23744 -3.69788 0.085
H 5.84972 -1.95430 2.45604 0.138
H -0.58595 2.85001 -0.74893 0.078
H -3.66533 -3.25085 -0.73456 0.056
H -2.90284 -0.69943 2.31237 0.071
H -0.78208 -1.68821 0.20724 0.054
H 0.09445 -3.23992 0.19755 0.065
H 0.87531 1.67134 2.17863 0.066
H 6.17567 -1.72202 -0.97352 0.078
H -0.89516 -2.80149 -1.13450 0.071
H -0.34954 5.26896 -2.58965 0.092
H 2.38335 -5.86659 -1.40546 0.096
H 4.52256 -1.16398 -0.89452 0.060
H -0.31913 4.77231 1.63652 0.054
H -3.00493 -0.19469 -1.61736 0.143
H -0.77697 2.67416 1.79922 0.062
H 2.64467 -1.14490 -1.79420 0.102
H -0.33968 1.62022 -2.86591 0.050
H 0.58684 -1.51013 -3.00492 0.082
H -1.01015 -4.90342 0.69190 0.142
H -1.70024 5.95017 1.37064 0.168
H 2.52779 1.42738 0.26155 0.093
H 3.68221 -3.87385 1.22586 0.073
H 5.89470 -3.27593 0.88571 0.133
H -2.09748 1.98763 0.82283 0.146
H -1.60030 -0.91153 4.96394 0.063
H 0.50130 3.07172 3.30221 0.178
H 4.85757 -2.80043 -1.25049 0.040

Q: Among the records above, which one has the highest charge?
A: C20H60As2F12N6O8